23
Properties=species:S:1:pos:R:3:mulliken_charge:R:1 method="wB97M-V/def2-TZVPD" total_energy_ev=-7964.5115 fmax_ev_per_a=0.83 lumo_energy_ev=-3.5555 relative_energy_kcal_mol=21.2 total_charge=+1 homo_lumo_gap_ev=8.9
C -0.7834 0.2503 -3.4140 -1.32
C -0.1036 0.8296 -2.2064 0.90
C 1.2008 1.0527 -2.1471 -1.03
C -0.9929 1.1314 -1.0355 -0.98
H -0.6846 -0.8336 -3.4020 0.29
H -0.3369 0.6178 -4.3315 0.41
H -1.8432 0.4883 -3.4425 0.34
H 1.6617 1.4738 -1.2661 0.27
H 1.8403 0.8493 -2.9956 0.30
H -0.3967 1.4123 -0.1614 0.21
H -1.5934 0.2498 -0.7771 0.27
H -1.7141 1.9207 -1.2310 0.35
C 1.0828 -1.7685 2.8880 -1.17
C 0.7737 -0.4357 2.2381 -0.26
N -0.7221 -0.2617 2.0667 -0.25
H 2.1544 -1.9385 2.8905 0.34
H 0.7555 -1.7834 3.9270 0.35
H 0.5843 -2.5867 2.3661 0.38
H 1.1189 0.4040 2.8392 0.37
H 1.1985 -0.3490 1.2428 0.29
H -1.0880 -1.0742 1.5590 0.40
H -0.8935 0.5287 1.4399 0.18
H -1.2181 -0.1772 2.9531 0.38

85
Properties=species:S:1:pos:R:3:mulliken_charge:R:1 method="wB97M-V/def2-TZVPD" total_energy_ev=-72143.0845 fmax_ev_per_a=3.14 lumo_energy_ev=-11.3704 relative_energy_kcal_mol=34.1 total_charge=+2 homo_lumo_gap_ev=1.0
C 11.6440 1.8181 0.7891 -1.06
C 10.6091 1.1397 1.6950 -0.26
O 10.1582 -0.0979 1.1822 -0.32
C 9.0921 0.0148 0.2758 -0.50
C 8.0369 -1.0380 0.5496 -0.50
O 6.9341 -0.7069 -0.2726 -0.24
C 5.8363 -1.5561 0.0006 -0.48
C 4.6837 -1.0859 -0.8728 -0.47
O 3.4489 -1.3581 -0.2157 -0.42
C 2.7020 -2.4205 -0.7672 -0.72
C 1.4627 -1.8987 -1.5232 -0.09
O 0.3088 -2.3930 -0.8637 -0.36
C -0.9040 -1.7281 -1.1575 0.97
C -1.1421 -1.4261 -2.6490 -1.38
C -0.8008 0.0393 -2.9674 -0.96
C -2.0804 0.9018 -2.9182 -0.73
C -2.0204 1.8434 -1.7388 -0.16
N -3.3231 2.5473 -1.6198 -0.09
C -3.3247 3.5394 -0.7015 -0.04
N -2.6704 3.4350 0.3667 -0.45
N -4.1306 4.7375 -1.0162 -0.75
C -2.0171 -2.5867 -0.5437 -1.34
O -2.4133 -1.9046 0.6526 -0.30
C -3.8190 -1.7749 0.8891 0.46
N -4.4857 -3.0380 0.7816 -0.32
C -4.3783 -0.7334 -0.0985 0.03
C -5.6556 -0.0256 0.3181 -1.44
C -6.7744 -0.9392 0.8245 -1.09
S -7.7866 0.1225 1.8831 1.32
O -7.7687 1.4566 1.4178 -0.60
O -7.2711 -0.0870 3.1829 -0.58
O -9.2957 -0.3970 1.8371 -0.46
C -3.9345 -1.3683 2.3900 -1.11
S -3.4981 0.3183 2.8204 0.00
C -2.0135 0.8122 1.9645 1.23
C -1.2458 1.7611 2.9307 -1.46
H 11.2233 2.6194 0.1918 0.29
H 12.4322 2.2102 1.4179 0.35
H 12.1096 1.1088 0.1125 0.31
H 11.0943 0.9147 2.6382 0.34
H 9.7844 1.8101 1.9215 0.37
H 8.6627 1.0098 0.2111 0.42
H 9.4896 -0.2104 -0.7217 0.24
H 8.4036 -2.0384 0.3201 0.28
H 7.7460 -0.9966 1.6039 0.32
H 5.5871 -1.5180 1.0610 0.35
H 6.0928 -2.5906 -0.2463 0.26
H 4.7378 -1.5075 -1.8724 0.38
H 4.7642 -0.0067 -0.9781 0.31
H 2.3345 -3.0478 0.0432 0.38
H 3.2872 -3.0577 -1.4245 0.39
H 1.5226 -0.8146 -1.5112 0.12
H 1.5011 -2.2839 -2.5392 0.22
H -0.9299 -0.7577 -0.6484 0.03
H -0.6367 -2.1246 -3.3035 0.60
H -2.1944 -1.5315 -2.8882 0.66
H -0.1460 0.4314 -2.1971 0.44
H -0.2887 0.1185 -3.9147 0.46
H -2.9684 0.2864 -2.8067 0.42
H -2.1541 1.4468 -3.8558 0.45
H -1.2062 2.5593 -1.8002 0.50
H -1.9227 1.2402 -0.8462 -0.37
H -3.6430 2.8792 -2.5239 0.30
H -2.7658 4.2507 0.9636 0.20
H -3.4915 5.5039 -1.2648 0.49
H -4.6616 5.0184 -0.1862 0.56
H -2.8056 -2.6644 -1.2828 0.45
H -1.6117 -3.5633 -0.3124 0.38
H -4.7793 -3.2379 -0.1644 0.33
H -3.9256 -3.7847 1.1737 0.33
H -4.5643 -1.2571 -1.0349 0.79
H -3.5750 -0.0358 -0.3000 -0.50
H -5.4715 0.7818 1.0225 0.41
H -6.0462 0.4741 -0.5619 0.73
H -6.4576 -1.7456 1.4640 0.36
H -7.3510 -1.2953 -0.0230 0.63
H -9.3438 -1.0810 1.1450 0.40
H -3.2270 -2.0112 2.9159 0.79
H -4.9083 -1.5641 2.8216 0.36
H -2.3264 1.4105 1.0969 -0.82
H -1.3665 -0.0144 1.7074 0.22
H -0.6817 1.1249 3.5975 0.43
H -1.9725 2.2841 3.5467 0.41
H -0.6122 2.4421 2.3826 0.40
Cd -4.9004 6.8926 -0.9755 0.56

64
Properties=species:S:1:pos:R:3:mulliken_spin:R:1 method="wB97M-V/def2-TZVPD" total_energy_ev=-71290.8539 fmax_ev_per_a=1.20 lumo_energy_ev="-6.7295 / -10.7012" spin_multiplicity=2 total_charge=+2 homo_lumo_gap_ev="6.7 / 2.7"
Ca 0.4829 0.9716 -1.2381 0.00
C 0.6164 5.5011 -1.4524 0.00
C 0.7049 4.2656 -2.0776 0.00
N 0.6192 3.2755 -1.1996 0.00
N 0.4811 3.8557 0.0360 0.00
C 0.4716 5.1891 -0.1185 0.00
B 0.3667 2.9357 1.2992 0.00
N -0.9811 2.0800 1.1620 0.00
C -2.0293 2.1591 1.9867 0.00
C -3.0805 1.4289 1.4612 0.00
C -2.5793 0.9282 0.2724 0.00
N -1.3159 1.3116 0.0825 0.00
N 1.6589 1.9971 1.3591 0.00
C 2.6533 2.1260 2.2450 0.00
C 3.6753 1.2559 1.9160 0.00
C 3.2163 0.6168 0.7785 0.00
N 2.0040 1.0545 0.4333 0.00
N 0.3023 3.6292 2.6338 0.00
C 0.4055 4.8991 3.0999 0.00
C 0.3308 4.8644 4.4700 0.00
C 0.1093 3.5126 4.7747 0.00
N 0.1361 2.7753 3.6921 0.00
H 0.6491 6.4799 -1.8899 0.00
H 0.8246 4.0475 -3.1276 0.00
H 0.3550 5.8565 0.7129 0.00
H -1.9603 2.7270 2.8948 0.00
H -4.0651 1.3193 1.8729 0.00
H -3.0676 0.3295 -0.4815 0.00
H 2.5712 2.8229 3.0572 0.00
H 4.6114 1.1265 2.4226 0.00
H 3.7150 -0.1210 0.1663 0.00
H 0.5579 5.7521 2.4673 0.00
H 0.3904 5.7017 5.1386 0.00
H -0.0292 3.0464 5.7331 0.00
O 0.8333 -1.1258 -1.7728 0.04
S 1.8238 -2.1974 -1.3825 0.09
C 1.4551 -2.6678 0.3888 0.05
C 0.1228 -3.2215 0.6278 0.15
C -0.0725 -4.6289 0.7352 0.06
C -1.3098 -5.1304 1.0183 0.11
C -2.3985 -4.2397 1.1875 0.23
C -2.2259 -2.8444 1.0833 0.08
C -0.9881 -2.3410 0.8010 0.06
C 1.3588 -3.7079 -2.3199 0.01
C 0.2441 -3.4314 -3.2751 0.01
C 0.4962 -2.8241 -4.4985 0.00
C -0.5514 -2.5651 -5.3682 0.00
C -1.8504 -2.9092 -5.0166 0.00
C -2.1060 -3.5184 -3.7972 0.00
C -1.0575 -3.7772 -2.9262 0.01
H 1.6143 -1.7041 0.8843 0.01
H 2.2734 -3.3468 0.6317 0.02
H 0.7846 -5.2797 0.6231 0.00
H -1.4794 -6.1911 1.1286 0.01
H -3.3780 -4.6395 1.4075 0.00
H -3.0714 -2.1924 1.2465 0.01
H -0.8279 -1.2701 0.7501 0.06
H 1.0853 -4.4763 -1.5964 0.00
H 2.2938 -3.9984 -2.7989 0.00
H 1.5084 -2.5736 -4.7885 0.00
H -0.3536 -2.1100 -6.3274 0.00
H -2.6621 -2.7189 -5.7039 0.00
H -3.1134 -3.8088 -3.5377 0.00
H -1.2487 -4.2815 -1.9866 -0.01

12
Properties=species:S:1:pos:R:3:mulliken_charge:R:1 method="wB97M-V/def2-TZVPD" total_energy_ev=-15547.0097 smiles="C=CN(C)S" fmax_ev_per_a=6.94 lumo_energy_ev=-0.1626 relative_energy_kcal_mol=60.8 homo_lumo_gap_ev=8.4
C -1.4801 1.0938 -0.1653 -0.83
C -0.2024 1.0430 0.1199 0.18
N 0.5403 -0.1311 0.3558 -0.27
C 0.0102 -1.2551 -0.1259 -1.07
S 2.4581 0.1346 -0.1842 -0.16
H -1.9542 2.0195 -0.3267 0.29
H -1.8386 0.1167 -0.4680 0.25
H 0.4174 1.8823 0.3852 0.32
H -1.0090 -1.5815 0.2984 0.36
H -0.2535 -1.4999 -1.2036 0.38
H 0.6457 -2.0659 0.1335 0.35
H 2.6660 0.2437 1.1810 0.19

19
Properties=species:S:1:pos:R:3:mulliken_charge:R:1 method="wB97M-V/def2-TZVPD" total_energy_ev=-10380.9656 fmax_ev_per_a=4.32 lumo_energy_ev=-3.6984 relative_energy_kcal_mol=107.0 total_charge=+1 homo_lumo_gap_ev=10.2
C -2.3176 -0.1369 0.2665 0.63
C 0.7601 0.7406 -0.6078 -0.20
C -3.3970 0.0976 -0.6653 -0.48
C 2.4080 0.6272 1.0582 -0.81
C 1.9480 -1.1916 -0.5175 -0.98
N -3.4790 -0.1986 0.8161 -0.30
N 1.7334 0.1147 -0.0871 0.14
O -1.0662 -0.1220 0.4032 -0.59
H 0.2201 0.3625 -1.4443 0.32
H 0.4052 1.6786 -0.2186 0.30
H -3.4398 0.9984 -1.2326 0.27
H -3.7499 -0.7790 -1.2017 0.24
H 3.1776 1.3122 0.8260 0.40
H 1.7096 1.2373 1.4394 0.33
H 3.0311 -0.1936 1.5143 0.32
H 2.2550 -1.1943 -1.5128 0.41
H 2.8691 -1.6593 -0.0785 0.38
H 1.0643 -1.7878 -0.2802 0.35
H -4.1320 0.0941 1.5226 0.27